1.
19
Properties=species:S:1:pos:R:3 method="wB97M-V/def2-TZVPD" homo_ev="-12.854 / -12.930" lumo_ev="-6.6298 / -4.6680" charge=+1 orbital_gap_ev="6.22 / 8.26" multiplicity=1
C 0.45543 -0.67623 -0.18777
C -0.73894 -1.66135 -0.31701
C 2.58274 -0.10863 0.40309
C 1.60683 1.12980 0.36918
N -2.08032 1.52459 -0.66410
N 1.67592 -1.13124 -0.15931
N -1.88701 -1.43898 0.01536
N 0.28604 0.57731 -0.04632
O -2.88006 -1.04927 0.57714
O -2.94501 1.06785 0.36704
H -0.66280 -2.76307 -0.74065
H 3.53544 -0.05286 -0.13085
H 3.00391 -0.41203 1.38390
H 1.48945 1.53815 1.40396
H 2.06841 1.87438 -0.29883
H 1.91350 -2.09389 -0.06223
H -2.49155 1.31861 -1.55204
H -1.09796 1.41173 -0.48617
H -3.83400 0.94511 0.12563

2.
18
Properties=species:S:1:pos:R:3 method="wB97M-V/def2-TZVPD" homo_ev="-17.146 / -16.546" lumo_ev="-8.2071 / -9.9608" charge=+2 orbital_gap_ev="8.94 / 6.58" multiplicity=1
C -2.01240 1.00541 -0.41319
C -2.29355 -0.31297 0.11783
C -0.15302 0.19228 0.43444
C 2.57722 -0.01200 -0.04184
N -0.72565 1.20712 -0.23471
N -1.11693 -0.75005 0.55687
N -3.46904 -0.92698 0.07395
N 3.02284 -1.11601 0.38711
N 2.97256 1.13349 -0.44010
H -2.63037 1.78388 -0.82848
H -0.15009 1.97398 -0.31571
H -0.97657 -1.57580 1.05115
H -4.33835 -0.53996 -0.27622
H -3.28629 -1.87515 0.51585
H 2.51583 -1.77163 0.91346
H 3.92866 -1.52011 -0.06520
H 2.22101 1.77612 -0.52914
H 3.91412 1.32840 -0.90606

3.
15
Properties=species:S:1:pos:R:3 method="wB97M-V/def2-TZVPD" homo_ev="0.094 / -3.731" lumo_ev="4.0902 / 4.0640" charge=-1 orbital_gap_ev="4.00 / 7.79" multiplicity=2
C -0.53934 -0.21510 1.67398
C 1.47877 -1.40042 1.46661
N 0.89369 -0.18417 1.48735
H -0.99138 0.63685 1.15110
H -0.97653 -1.16304 1.34223
H -0.82635 -0.08987 2.73589
H 2.50011 -1.52725 1.12762
H 0.99379 -2.30223 1.86282
C -0.98706 1.42600 -2.35901
C -0.10567 0.53651 -1.94791
O 0.90572 0.79017 -1.08229
H -1.72955 1.09447 -3.07492
H -1.06070 2.43200 -1.97444
H -0.21113 -0.50800 -2.24764
H 0.65562 0.47409 -0.16139

4.
15
Properties=species:S:1:pos:R:3 method="wB97M-V/def2-TZVPD" homo_ev=-9.690 smiles="CC/N=C/OC" lumo_ev=1.1068 charge=0 orbital_gap_ev=10.80 multiplicity=1
C -0.92312 -1.06726 -1.81700
C -0.26059 0.26835 -1.49241
N 0.34799 0.26193 -0.16810
C -0.41128 0.55725 0.79600
O -0.01781 0.60375 2.07516
C 1.36445 0.35167 2.29729
H -1.75414 -1.26208 -1.12942
H -1.31582 -1.06606 -2.83947
H -0.20469 -1.88717 -1.72072
H -0.99996 1.07901 -1.58855
H 0.52899 0.46930 -2.22519
H -1.47562 0.81437 0.72809
H 1.50946 0.43522 3.37505
H 1.97555 1.08793 1.76628
H 1.63658 -0.64623 1.94299

Computed energy above the lowest of the compared OMol25 structures with the same formula, charge and spin (kJ/mol) in order:
681.4; 274.3; 110.5; 140.2
Computed M (g/mol) in order:
145.142; 127.151; 87.122; 87.122